[1]
15
Properties=species:S:1:pos:R:3 method="wB97M-V/def2-TZVPD" e_lumo_ha=0.1547 relative_energy_kcal_mol=44.1 orbital_gap_ha=0.2506 max_force_ev_per_a=3.40 total_charge=-1
C -1.19 -1.93 -1.51
O -1.00 -1.91 -0.14
H -1.12 -2.97 -1.92
H -0.52 -1.33 -2.25
H -2.18 -1.40 -1.79
C 1.05 1.38 -0.20
N 0.08 0.50 0.38
C 0.16 0.71 1.88
H 0.70 2.42 -0.51
H 1.61 0.94 -1.12
H 1.99 1.66 0.33
H -0.19 -0.50 0.15
H -0.88 0.80 2.28
H 0.80 -0.03 2.34
H 0.68 1.66 2.08

---

[2]
15
Properties=species:S:1:pos:R:3 method="wB97M-V/def2-TZVPD" spin_multiplicity=2 e_lumo_ha="0.0241 / -0.0785" relative_energy_kcal_mol=49.5 orbital_gap_ha="0.3540 / 0.2508" max_force_ev_per_a=2.79
C -1.23 -2.10 0.38
C 1.94 1.65 -1.95
C 0.83 1.73 -1.22
O 0.18 0.65 1.43
N -1.28 -1.26 1.50
H -0.88 -3.11 0.60
H -2.22 -2.28 -0.03
H 2.80 1.10 -1.60
H 2.01 2.36 -2.77
H 0.64 1.26 -0.24
H -0.05 2.14 -1.69
H 0.40 1.14 2.23
H -0.55 -1.69 -0.34
H -0.60 -0.28 1.50
H -2.00 -1.32 2.22

---

[3]
15
Properties=species:S:1:pos:R:3 method="wB97M-V/def2-TZVPD" e_lumo_ha=-0.1348 relative_energy_kcal_mol=35.7 orbital_gap_ha=0.3945 max_force_ev_per_a=4.28 total_charge=+1
C 0.42 -0.96 -1.66
C 0.79 0.01 -0.59
C 1.80 0.93 -0.55
N -0.09 -0.22 0.59
H 0.47 -1.98 -1.23
H 1.32 -0.95 -2.36
H -0.40 -0.58 -2.20
H 1.80 1.52 0.31
H 2.63 1.03 -1.20
H -0.41 -1.31 0.64
H 0.39 0.19 1.42
H -0.99 0.46 0.49
H -3.20 0.92 1.74
H -2.24 0.35 2.75
O -2.29 0.60 1.85

---

[4]
15
Properties=species:S:1:pos:R:3 method="wB97M-V/def2-TZVPD" e_lumo_ha=-0.1296 relative_energy_kcal_mol=28.7 orbital_gap_ha=0.3823 max_force_ev_per_a=2.75 total_charge=+1
C -1.54 0.41 -2.09
N -1.65 1.22 -0.79
H -2.61 0.23 -2.51
H -0.71 0.78 -2.75
H -1.23 -0.59 -1.92
H -1.17 0.74 0.04
H -2.57 1.49 -0.43
H -1.16 2.12 -0.83
O 0.25 0.09 1.41
C 1.39 -0.37 1.49
C 1.95 -1.47 0.52
H 2.13 -0.14 2.35
H 2.28 -1.12 -0.49
H 0.97 -2.08 0.32
H 2.76 -2.09 0.95

---

[5]
15
Properties=species:S:1:pos:R:3 method="wB97M-V/def2-TZVPD" e_lumo_ha=-0.1345 relative_energy_kcal_mol=11.9 orbital_gap_ha=0.4257 max_force_ev_per_a=2.34 total_charge=+1
C 0.28 1.88 0.32
C 0.01 0.56 -0.44
O 1.17 -0.25 -0.68
C -1.05 -0.30 0.28
N -0.44 -1.69 0.50
H 0.97 1.67 1.13
H -0.67 2.22 0.73
H 0.58 2.66 -0.37
H -0.34 0.80 -1.45
H 1.45 -0.03 -1.58
H -1.31 0.15 1.24
H -1.99 -0.50 -0.24
H -1.22 -2.20 0.88
H 0.25 -1.68 1.24
H 0.02 -2.03 -0.33

---

[6]
15
Properties=species:S:1:pos:R:3 method="wB97M-V/def2-TZVPD" e_lumo_ha=-0.1302 relative_energy_kcal_mol=48.9 orbital_gap_ha=0.3894 max_force_ev_per_a=3.26 total_charge=+1
C -0.76 -0.44 -1.45
N -0.73 1.14 -1.02
H -0.05 -0.42 -2.31
H -1.75 -0.58 -1.87
H -0.31 -1.10 -0.68
H -1.49 1.74 -1.31
H -0.62 1.22 0.00
H 0.08 1.44 -1.56
C 1.76 -0.32 1.19
C 0.57 -0.79 1.56
O -0.62 -0.03 1.34
H 2.06 0.70 1.45
H 2.52 -1.08 1.03
H 0.25 -1.85 1.45
H -0.90 0.38 2.18